No. 1
{
  "formula": "C19H32Cl21NO4",
  "method": "ωB97M-V/def2-TZVPD",
  "elements": ["O", "H", "H", "H", "C", "C", "H", "H", "H", "H", "H", "N", "C", "C", "H", "C", "C", "C", "C", "Cl", "H", "C", "Cl", "H", "H", "Cl", "Cl", "H", "H", "Cl", "C", "H", "H", "Cl", "C", "C", "H", "Cl", "H", "H", "Cl", "Cl", "H", "Cl", "H", "Cl", "H", "H", "C", "O", "C", "Cl", "Cl", "O", "O", "Cl", "Cl", "H", "H", "H", "Cl", "Cl", "H", "Cl", "C", "H", "C", "H", "H", "H", "C", "H", "C", "Cl", "Cl", "Cl", "C"],
  "positions_angstrom": [[-2.3845, 1.9090, -1.4116], [2.4813, -1.6641, 1.2821], [-4.6838, -3.3401, -3.5138], [-2.5563, -1.4716, 2.1900], [3.9586, -3.0526, 2.3401], [-5.2786, -2.9167, -2.7004], [4.1545, -1.7683, 0.3865], [-1.6817, 1.9619, 2.0981], [-3.0419, 2.7646, 1.0330], [1.4804, -4.5903, -4.2954], [-1.7820, -0.3412, -3.8621], [-0.1791, 0.7383, -0.9672], [3.5983, 1.2893, -0.2762], [0.3621, 6.3633, 3.2396], [3.7549, 2.5910, 1.5886], [-1.9262, 2.8694, 1.3694], [5.1462, 5.4228, -0.9167], [-1.1980, 1.8760, -0.7439], [2.4630, 0.4968, -1.2152], [-0.1810, -5.4634, -2.8698], [0.3843, 0.6753, 1.2345], [1.1114, 1.4049, -1.3764], [1.0488, 5.3635, 1.9479], [0.4154, -1.0089, 0.2027], [-1.7145, -2.6272, -0.6107], [-4.2384, -1.8442, -1.7478], [6.2304, 5.4600, 0.4843], [-1.7888, 3.8433, 2.0418], [4.6123, 0.7023, -0.2547], [-5.8827, -4.2479, -1.6991], [-1.8041, -2.8570, 0.5429], [-0.6648, -1.6861, 2.2186], [2.2912, -0.6124, -0.8853], [2.3190, -6.7095, -3.6950], [1.4936, -5.1752, -3.3721], [-1.5807, -1.5379, 1.5055], [2.0637, 0.0721, 2.5326], [0.1223, -1.6490, -3.3949], [2.9741, 0.4358, -2.2923], [3.0105, -3.2312, 3.0361], [1.5785, 0.2066, 5.6546], [-0.5684, -0.2997, -5.8820], [4.9337, -2.9971, 2.9850], [-2.2780, -2.4214, -4.8528], [1.0005, 1.6562, -2.5385], [1.5076, 3.1178, 5.5982], [-9.1976, -3.3770, -3.7102], [5.0347, 6.4428, -1.2931], [3.6519, -1.6803, 1.4633], [-1.5133, -0.2719, 0.7592], [3.0371, 1.7188, 1.2024], [5.8330, 4.4230, -2.2083], [-11.2050, -3.0014, -2.5337], [4.1859, -0.4495, 2.0680], [-0.9992, 2.9759, 0.2326], [-1.2381, 5.7626, 3.7070], [-10.7742, -4.6958, -4.8634], [-1.0808, -3.7281, 0.8930], [3.7974, 2.3103, -0.8619], [-2.9066, -3.2800, 0.7074], [1.4462, 6.4005, 4.6406], [2.3629, -4.2490, -2.1369], [3.4202, 1.0832, 3.3633], [-6.6261, -2.0093, -3.4078], [3.1278, 0.5345, 2.3446], [1.9555, 2.1848, 1.2056], [0.5829, 1.6329, 5.3167], [1.3097, 2.4529, -0.8599], [-0.2721, 1.6253, 5.9976], [0.2506, 7.3833, 2.8632], [-1.2035, -1.0796, -4.4233], [3.9749, -3.9717, 1.5798], [-0.1025, 0.0494, 0.3746], [3.5461, 4.8221, -0.4493], [-9.4169, -5.2939, -2.3567], [-0.0273, 1.5858, 3.6538], [-10.0367, -4.0080, -3.4064]],
  "atomic_forces_ev_per_a": [[8.166, -0.503, 4.126], [2.351, 0.308, 0.470], [-0.210, 0.171, 0.278], [2.260, 0.120, -1.454], [-1.095, 0.100, -0.352], [0.192, -0.039, 0.091], [-0.983, 0.075, 2.260], [-0.580, 1.831, -2.097], [2.221, 0.277, 0.383], [-0.007, -0.166, 0.334], [0.181, -0.221, -0.092], [-0.989, 2.891, 2.152], [-1.119, 0.721, -0.745], [0.089, 0.007, -0.076], [-1.551, -1.836, -0.883], [-0.974, 0.137, 1.843], [0.047, 0.077, -0.015], [-7.079, 0.755, -2.739], [1.248, 0.354, -0.652], [0.201, 0.073, -0.078], [-0.733, -1.132, -1.687], [1.513, 0.869, -1.474], [-0.136, 0.133, 0.186], [-0.693, 2.481, 0.392], [0.146, -0.387, 2.462], [-0.197, -0.085, -0.245], [-0.159, 0.025, -0.180], [-0.223, -2.092, -1.896], [-2.102, 1.050, 0.246], [0.105, 0.134, -0.150], [-0.465, -0.574, 0.369], [-1.539, 0.412, -1.391], [0.128, 2.209, -0.474], [-0.086, 0.214, 0.009], [-0.090, -0.007, -0.104], [-1.255, -0.752, 0.524], [2.210, 0.445, -0.499], [-0.141, 0.001, -0.134], [-1.225, -0.004, 2.300], [2.214, 0.362, -1.242], [-0.167, 0.103, 0.034], [-0.093, -0.090, 0.189], [-1.894, -0.051, -1.416], [0.102, 0.066, -0.025], [0.085, -0.596, 2.546], [-0.209, -0.286, -0.073], [-0.272, -0.234, 0.127], [0.033, -0.369, 0.134], [0.328, -1.117, -1.003], [2.152, -0.840, 0.369], [1.330, 0.299, 0.549], [-0.093, 0.137, 0.124], [0.173, -0.082, -0.110], [-2.778, -0.599, -0.133], [-0.212, -3.295, -1.018], [0.154, 0.191, 0.063], [0.113, 0.097, 0.135], [-1.360, 1.857, -0.993], [-0.341, -2.375, 1.289], [2.389, 1.025, -0.383], [-0.119, 0.181, -0.188], [-0.064, -0.024, -0.111], [-0.573, -1.311, -2.174], [0.103, -0.057, -0.005], [-0.183, 1.425, 0.768], [2.074, -0.993, -0.218], [0.128, -0.010, 0.194], [-0.555, -2.190, -0.760], [0.284, 0.002, -0.267], [0.025, -0.367, 0.143], [-0.011, 0.201, 0.162], [0.167, 2.019, 1.704], [-0.639, -1.769, 0.265], [0.142, 0.353, -0.083], [-0.070, 0.172, -0.147], [0.150, 0.059, 0.541], [0.061, 0.034, 0.003]],
  "gap_ev": 10.0,
  "charge": 0,
  "smiles": "CCOCCCCCN(COCC)C(=O)OC.ClC(Cl)Cl.ClC(Cl)Cl.ClC(Cl)Cl.ClC(Cl)Cl.ClC(Cl)Cl.ClC(Cl)Cl.ClC(Cl)Cl",
  "e_homo_ev": -9.670
}



No. 2
{
  "formula": "C8H10IOP",
  "method": "ωB97M-V/def2-TZVPD",
  "elements": ["H", "H", "H", "H", "C", "C", "H", "P", "C", "C", "C", "H", "H", "C", "C", "H", "O", "C", "H", "H", "I"],
  "positions_angstrom": [[-1.8021, -2.8666, -1.9525], [0.1376, 1.5979, 1.5369], [0.7241, -0.8097, 1.7051], [-1.9750, -3.7629, -0.0224], [-1.3754, -2.7745, 0.0572], [0.1423, -1.1652, 0.9325], [-1.0343, 2.6480, -0.4323], [1.3720, 0.7759, -0.5358], [-0.7193, -2.1824, 1.1847], [0.7600, 1.9150, 0.7217], [0.1874, -0.5569, -0.3534], [-0.4988, -0.4075, -2.2351], [-0.7452, -2.6205, 2.0703], [-1.2823, -2.2596, -1.2052], [-0.5400, -1.0888, -1.3850], [1.6500, 2.1914, 1.3009], [1.5858, 1.3462, -1.8963], [-0.1386, 3.0082, 0.0294], [-0.4250, 3.7501, 0.8051], [0.5189, 3.4545, -0.6605], [3.4579, -0.1925, 0.3348]],
  "atomic_forces_ev_per_a": [[0.325, 0.903, -0.277], [-0.288, -1.542, 0.061], [1.254, 0.824, 1.558], [1.053, 1.699, 1.385], [-0.798, -1.800, 0.258], [-1.224, 0.294, -1.919], [-0.296, -0.583, -0.281], [-0.614, -0.131, -0.611], [-0.473, 0.010, -4.998], [-0.255, 1.068, 0.313], [0.575, -1.310, 1.273], [-0.211, -0.977, -0.653], [-0.312, -1.804, 3.911], [-0.095, 0.184, -0.078], [0.094, 1.234, -0.731], [-0.062, 1.177, -0.565], [-0.304, -0.341, 1.053], [1.489, 0.296, 2.078], [0.154, -0.381, -0.519], [0.211, 0.986, -1.220], [-0.223, 0.194, -0.035]],
  "gap_ev": 9.5,
  "de_lowest_kj_mol": 0.0,
  "charge": 0,
  "smiles": "CC[P@@](=O)(I)c1ccccc1",
  "e_homo_ev": -9.519
}



No. 3
{
  "formula": "C3H6N4",
  "method": "ωB97M-V/def2-TZVPD",
  "elements": ["H", "H", "C", "N", "N", "N", "C", "H", "N", "H", "C", "H", "H"],
  "positions_angstrom": [[-2.5059, -0.6459, -0.6909], [0.0303, -1.6284, -0.7806], [1.3640, 0.0525, -0.0067], [2.5922, -0.4482, -0.0508], [-0.8021, 0.2179, -0.3262], [-2.0540, -0.1332, 0.0783], [-0.2583, 1.4611, -0.0292], [3.3162, 0.2406, 0.0070], [1.0564, 1.4111, -0.0036], [-0.8983, 2.3026, 0.0354], [0.1490, -0.8190, -0.0591], [-2.0169, -0.6840, 0.9445], [0.0274, -1.3270, 0.8819]],
  "atomic_forces_ev_per_a": [[0.112, 0.165, 0.862], [0.756, 0.254, -0.388], [5.555, -1.865, -1.126], [-3.806, 0.131, 0.348], [-0.437, 0.062, 0.899], [-2.453, 0.117, -0.142], [2.284, -2.365, -0.801], [0.156, 0.880, -0.043], [-2.025, 0.895, 0.858], [-0.353, 0.762, 0.033], [0.870, 0.645, -0.884], [-0.217, 0.168, -0.558], [-0.441, 0.152, 0.942]],
  "gap_ev": 9.3,
  "de_lowest_kj_mol": 203.7,
  "charge": 0,
  "smiles": "[H]/N=C1/CN(N)C=N1",
  "e_homo_ev": -8.933
}



No. 4
{
  "formula": "C5H12N2",
  "method": "ωB97M-V/def2-TZVPD",
  "elements": ["H", "N", "H", "C", "C", "N", "H", "H", "H", "H", "C", "H", "H", "H", "C", "H", "H", "H", "C"],
  "positions_angstrom": [[-0.8253, 1.4860, -0.8004], [-1.7897, 0.0161, -2.0135], [1.7456, 1.5914, -0.1347], [1.7368, 0.6867, 0.4663], [-0.7421, 0.4362, -1.0952], [-1.8034, -0.6163, 0.8716], [-0.0590, -1.3421, -0.1027], [2.9550, -0.7373, 1.4235], [3.7849, 0.3666, 0.1962], [-2.6363, -0.3406, -1.5961], [0.4328, 0.3351, 1.1231], [-0.0641, 1.2247, 1.5086], [-2.6078, -0.5158, 0.2801], [-1.8167, -1.4631, 1.4199], [2.8705, 0.0250, 0.6552], [0.6415, -0.3687, 1.9357], [-1.4492, -0.6958, -2.6429], [0.1712, 0.3099, -1.6725], [-0.5449, -0.3982, 0.1778]],
  "atomic_forces_ev_per_a": [[-0.287, 0.042, -0.199], [-0.106, 0.141, -0.245], [-0.009, -0.187, -0.302], [-0.066, 0.142, 0.328], [0.145, -0.652, 0.029], [0.347, 0.376, 0.266], [-0.097, -0.069, -0.075], [-0.093, -0.262, -0.301], [0.138, -0.093, -0.122], [-0.006, 0.120, 0.138], [0.237, -0.627, -0.251], [-0.053, -0.018, 0.095], [-0.179, -0.347, 0.064], [-0.221, 0.011, -0.180], [0.024, 0.471, 0.420], [-0.087, 0.281, 0.194], [-0.011, -0.042, 0.018], [0.236, 0.421, 0.101], [0.090, 0.292, 0.022]],
  "gap_ev": 10.2,
  "de_lowest_kj_mol": 121.1,
  "charge": 0,
  "smiles": "C=CC[C@@H](N)CN",
  "e_homo_ev": -9.104
}



No. 5
{
  "formula": "C31H37IN4O3STi",
  "method": "ωB97M-V/def2-TZVPD",
  "elements": ["H", "C", "C", "C", "H", "N", "H", "C", "S", "C", "C", "H", "C", "H", "C", "O", "H", "H", "H", "C", "H", "Ti", "H", "H", "C", "H", "H", "C", "C", "N", "H", "H", "C", "C", "C", "H", "C", "H", "C", "H", "H", "C", "C", "H", "C", "H", "H", "C", "H", "H", "C", "H", "C", "C", "H", "H", "H", "H", "H", "H", "C", "N", "H", "C", "H", "H", "I", "C", "C", "O", "C", "C", "N", "H", "O", "H", "H", "C"],
  "positions_angstrom": [[2.6473, 3.2211, -3.3064], [-0.2569, -5.8605, 2.1681], [-3.1887, 0.7250, -3.2126], [5.6041, 1.0253, 0.3487], [-2.6370, 2.3171, 4.7056], [-4.3216, 1.0852, 3.3510], [0.4909, 4.4420, -3.7881], [-2.1407, 2.0871, 3.7634], [2.1040, 1.0827, 0.6376], [-1.1194, -4.9624, 1.5327], [0.9864, -1.8868, 1.2280], [5.5511, -0.9947, 3.1140], [-3.0950, 1.3398, 2.8788], [5.9823, -2.0106, 0.8562], [-2.6474, 0.9453, 1.6091], [0.1500, -1.1242, 0.5941], [-5.7555, -2.3629, -0.6027], [5.6624, -3.2638, 2.0649], [1.7169, -6.0981, 3.0011], [-0.7226, -3.6777, 1.2293], [2.4392, -3.8110, 2.4741], [-0.1861, 0.7236, -0.0972], [6.1550, 1.9648, 0.2437], [-0.2076, -0.3635, -5.3791], [5.2226, -2.4195, 1.5253], [-1.3999, -2.9882, 0.7419], [-0.5775, -6.8688, 2.4028], [-1.0540, -0.0521, -4.7797], [-5.8809, -0.7195, 0.4697], [4.0844, -0.2172, 1.8956], [0.6002, 4.8364, -0.6690], [-1.2416, 1.4954, 3.9511], [4.8773, 0.9743, 1.6909], [1.0290, -5.4213, 2.5021], [-5.1446, 0.4093, 2.5416], [2.7002, 1.9942, -2.0185], [2.7780, -0.3514, 1.4148], [-2.2139, 0.6209, -6.4614], [-0.9971, -0.2141, -3.4075], [3.9970, -1.8361, 3.1826], [-5.9545, -0.2563, -0.5214], [1.4205, 4.3262, -1.1804], [1.4427, -4.1398, 2.2106], [4.8794, 0.9637, -0.4634], [-3.1928, -0.1371, -0.5720], [5.6064, 1.0290, 2.5070], [2.0970, 3.9353, -0.4182], [-2.1793, 0.4929, -5.3864], [-2.1266, -5.2737, 1.2743], [4.3908, -2.7892, 0.9273], [0.5813, -3.2210, 1.5548], [-3.9510, -0.6384, -1.1680], [-4.8271, -0.0338, 1.2785], [2.0533, 2.4901, -2.7435], [-6.8497, -0.5986, 0.9674], [-1.7985, 3.0091, 3.2870], [6.3129, 0.2007, 0.2491], [-4.1241, 1.3316, -5.0316], [-0.8766, 4.3055, -2.6630], [-6.1422, 0.2092, 2.9295], [0.1081, 2.2150, -1.1688], [-1.9970, 0.0564, -1.1888], [-4.0001, 1.0853, -2.5934], [0.8771, 3.1764, -2.0436], [1.9625, 5.0627, -1.7892], [-0.4794, 2.9520, -3.7246], [0.6751, -1.0724, -2.5429], [4.7171, -1.3669, 2.5094], [-0.0498, 3.7567, -3.1226], [-1.4220, 1.2719, 1.2514], [-3.2443, 0.8802, -4.5853], [-2.0613, 0.1745, -2.5618], [2.2502, -1.5209, 1.5975], [-0.8671, 2.6605, -0.8695], [-5.6188, -2.1271, 0.3177], [1.6938, 1.7316, -3.4420], [4.2285, 1.8446, 1.7783], [-3.5253, 0.2287, 0.7440]],
  "atomic_forces_ev_per_a": [[-0.004, 0.007, 0.000], [0.008, -0.009, 0.006], [0.079, -0.033, 0.027], [0.032, 0.013, -0.032], [0.014, 0.009, 0.006], [0.039, 0.027, 0.030], [0.010, 0.000, 0.002], [0.012, -0.006, 0.019], [0.228, -0.032, 0.104], [-0.043, -0.028, -0.002], [0.043, -0.015, -0.091], [-0.003, -0.003, -0.010], [0.017, -0.057, -0.103], [0.002, 0.013, 0.002], [-0.005, -0.042, 0.193], [-0.140, 0.028, 0.115], [0.068, -0.001, -0.007], [0.000, -0.003, 0.001], [-0.007, -0.004, 0.000], [0.025, 0.049, -0.012], [0.005, 0.007, -0.002], [-0.658, -0.034, 0.327], [0.003, 0.007, 0.013], [-0.006, 0.005, -0.010], [0.025, -0.040, -0.012], [0.003, -0.004, 0.004], [-0.004, 0.001, -0.001], [0.073, -0.044, 0.057], [0.055, 0.001, 0.026], [-0.010, -0.014, 0.003], [-0.003, -0.001, -0.002], [-0.009, -0.004, 0.006], [-0.016, 0.013, 0.036], [-0.012, -0.028, 0.005], [-0.048, -0.030, -0.038], [-0.008, 0.001, 0.031], [-0.005, 0.061, -0.010], [0.009, -0.010, 0.001], [-0.264, 0.158, -0.092], [-0.001, -0.005, -0.010], [-0.031, 0.002, 0.011], [0.007, 0.031, 0.006], [-0.001, 0.021, -0.008], [-0.021, -0.007, 0.008], [0.160, 0.035, 0.158], [-0.001, -0.013, -0.007], [0.000, -0.014, 0.000], [-0.022, 0.029, -0.080], [0.004, -0.010, 0.004], [-0.018, 0.011, 0.006], [0.054, -0.001, 0.004], [-0.069, 0.042, 0.057], [-0.002, -0.007, -0.062], [0.019, -0.018, -0.023], [0.020, 0.005, 0.004], [-0.018, 0.004, -0.007], [0.005, -0.005, -0.001], [0.003, 0.001, -0.003], [0.002, 0.002, 0.005], [0.008, 0.010, 0.018], [0.306, 0.240, -0.231], [0.140, -0.057, -0.398], [-0.008, 0.004, -0.006], [-0.036, 0.017, -0.018], [-0.004, -0.005, -0.012], [0.002, -0.010, -0.007], [0.219, -0.189, -0.093], [0.008, 0.019, 0.030], [-0.024, 0.007, 0.002], [0.117, 0.083, -0.182], [-0.025, 0.001, 0.005], [-0.023, -0.049, 0.192], [0.015, 0.005, 0.022], [-0.017, -0.087, 0.063], [-0.095, -0.012, -0.007], [-0.009, 0.005, 0.006], [0.005, 0.004, -0.021], [-0.171, -0.051, -0.017]],
  "gap_ev": [3.6, 5.5],
  "s2": 2.064,
  "de_lowest_kj_mol": 177.3,
  "charge": -2,
  "spin_multiplicity": 3,
  "e_homo_ev": [0.649, -1.331]
}